A 15-piece molecular cluster, C90H168N6O24 overall in a non-equilibrium geometry, computed with ωB97M-V/def2-TZVPD.

```
288
Properties=species:S:1:pos:R:3:forces:R:3:lowdin_charge:R:1
C -6.423 1.864 -5.297 0.9 -0.4 0.4 -0.0327
C -7.042 1.588 -3.939 -2.6 0.4 -1.0 -0.5140
C -8.297 0.689 -4.342 1.1 -1.9 0.9 -0.1318
C -7.918 -0.849 -4.395 -0.6 1.9 1.4 -0.1553
C -7.333 -1.276 -2.969 0.8 2.5 -2.4 -0.0809
C -5.986 -0.417 -2.662 -0.6 -1.4 -2.9 -0.4529
N -6.197 1.010 -2.940 -2.1 -1.8 0.7 -0.1494
O -5.162 1.806 -2.509 0.6 0.5 0.0 0.0122
C -5.628 -0.659 -1.220 0.7 0.6 0.9 -0.0282
C -4.884 -0.882 -3.650 2.0 -0.5 0.4 -0.0344
C -7.707 2.882 -3.406 0.7 -0.4 -0.3 -0.0343
H -7.162 2.427 -5.867 0.4 -0.1 -0.4 0.0902
H -6.196 0.876 -5.699 -0.2 0.2 -0.7 0.0691
H -5.455 2.361 -5.232 -0.1 0.4 0.0 0.0705
H -9.153 0.779 -3.673 0.2 0.2 0.5 0.1059
H -8.692 0.981 -5.316 0.3 0.3 0.0 0.1074
H -7.272 -0.970 -5.264 0.4 -0.5 0.4 0.0906
H -8.852 -1.369 -4.610 0.1 -0.3 0.1 0.0951
H -7.201 -2.351 -3.094 0.5 0.0 1.0 0.1054
H -7.985 -0.929 -2.168 -0.5 -0.6 -0.2 0.1085
H -6.205 -1.473 -0.781 0.2 -0.1 0.0 0.0774
H -4.564 -0.792 -1.026 0.1 -0.5 -0.4 0.0788
H -5.787 0.232 -0.613 -0.6 0.1 0.0 0.0783
H -4.894 -0.689 -4.722 -1.1 0.3 0.0 0.0694
H -3.937 -0.406 -3.398 0.0 0.6 0.4 0.0533
H -4.520 -1.907 -3.586 -0.7 -0.6 0.3 0.0754
H -8.086 2.696 -2.401 0.1 0.2 0.1 0.0859
H -8.549 3.127 -4.053 0.0 0.2 0.0 0.0809
H -6.973 3.686 -3.453 -0.2 0.3 0.3 0.0816
H -5.562 2.210 -1.735 0.4 0.4 0.3 0.0938
C 1.341 -0.810 -3.669 0.2 0.6 -0.9 -0.0285
C 2.346 -1.970 -3.767 0.7 -0.3 -0.5 -0.4360
C 2.033 -2.806 -5.093 -0.7 2.0 -0.5 -0.1202
C 3.053 -3.736 -5.639 -0.5 -1.1 1.2 -0.2216
C 4.337 -2.987 -5.745 0.6 -1.6 0.0 -0.1392
C 4.761 -2.371 -4.413 2.1 2.1 -0.5 -0.4957
N 3.750 -1.489 -3.884 -0.9 1.0 -1.7 -0.0963
O 4.251 -0.571 -2.928 -1.0 -0.3 -0.5 -0.0219
C 5.152 -3.484 -3.491 0.3 -2.5 -0.3 -0.0394
C 6.043 -1.459 -4.683 -0.3 -0.2 -0.2 -0.0146
C 2.164 -2.826 -2.550 -1.2 -1.1 0.7 -0.0247
H 1.276 -0.185 -4.560 0.4 -0.3 -0.5 0.0487
H 1.575 -0.048 -2.926 0.1 -0.5 0.6 0.0708
H 0.328 -1.197 -3.559 0.0 -0.1 0.4 0.0870
H 1.067 -3.311 -5.098 -0.3 0.3 0.6 0.1277
H 1.980 -2.015 -5.841 -0.4 0.2 -0.2 0.0919
H 2.768 -4.275 -6.543 -0.2 0.7 -0.5 0.1210
H 3.046 -4.599 -4.972 0.8 -0.2 0.5 0.0968
H 4.280 -2.359 -6.634 0.2 0.6 0.4 0.1327
H 5.077 -3.771 -5.908 0.5 0.3 -0.6 0.1159
H 4.327 -4.193 -3.422 -0.5 0.4 1.0 0.0623
H 5.773 -4.185 -4.048 0.9 0.3 -0.2 0.0840
H 5.682 -3.350 -2.548 -0.5 0.7 0.1 0.0874
H 6.458 -1.081 -3.749 -0.2 0.1 -0.1 0.0560
H 6.890 -1.887 -5.219 -0.2 -1.1 0.2 0.0764
H 5.822 -0.644 -5.372 -0.6 0.4 0.4 0.0783
H 2.892 -2.671 -1.754 -0.1 0.1 0.0 0.0824
H 2.092 -3.887 -2.793 0.7 -0.3 -0.1 0.0642
H 1.140 -2.676 -2.206 0.1 0.2 0.7 0.0621
H 4.410 -1.054 -2.114 0.0 -0.4 0.6 0.0293
C 0.375 -1.198 8.342 -0.7 0.4 -0.7 -0.0199
C 0.559 0.208 7.625 -1.3 -0.3 0.4 -0.4642
C -0.440 1.174 8.398 1.4 -0.1 -0.1 -0.0968
C 0.208 1.897 9.646 -0.2 -0.8 -1.3 -0.1632
C 1.534 2.557 9.271 -1.0 0.0 -1.6 -0.1415
C 2.504 1.478 8.694 2.5 0.1 1.4 -0.4495
N 1.908 0.716 7.627 -0.5 1.2 -0.9 -0.1131
O 2.847 -0.117 6.910 -1.1 0.5 0.9 -0.0149
C 3.859 2.095 8.021 -1.9 0.9 1.2 -0.0157
C 3.004 0.591 9.908 1.1 1.1 -1.3 -0.0317
C 0.080 0.129 6.135 0.0 -0.4 0.9 -0.0203
H 0.708 -2.045 7.742 0.6 -0.1 0.2 0.0746
H -0.693 -1.401 8.420 -0.2 0.1 -0.3 0.0716
H 0.667 -1.230 9.392 0.7 0.1 -0.2 0.0736
H -0.827 1.820 7.610 0.1 0.8 0.4 0.1012
H -1.291 0.545 8.659 0.0 0.1 0.3 0.1025
H 0.462 1.151 10.398 -0.5 -0.1 0.2 0.0897
H -0.487 2.633 10.051 0.0 -0.1 0.1 0.1056
H 1.816 3.213 10.094 1.0 -0.7 0.2 0.1174
H 1.284 3.289 8.503 0.1 0.0 -0.5 0.1075
H 4.605 1.362 7.712 -0.4 0.1 -0.1 0.0708
H 3.526 2.763 7.227 0.1 -0.5 -0.6 0.0700
H 4.313 2.823 8.692 0.2 -0.3 0.5 0.0684
H 3.707 1.207 10.469 -0.3 0.3 0.5 0.0730
H 2.275 0.141 10.582 0.1 -0.2 -0.4 0.0642
H 3.723 -0.058 9.408 -0.4 -1.0 0.4 0.0707
H 0.739 -0.572 5.623 -0.4 -0.1 -0.3 0.0689
H 0.066 1.073 5.588 0.6 0.3 0.3 0.0790
H -0.972 -0.149 6.081 0.1 -0.6 0.1 0.0711
H 2.583 -0.987 7.219 0.3 -0.7 0.1 0.0809
C -2.431 3.780 -7.002 -0.4 0.5 -0.2 -0.0403
C -1.450 2.619 -6.626 -1.0 2.9 -1.1 -0.4613
C -2.064 2.039 -5.366 -0.6 0.6 1.4 -0.1568
C -1.562 0.704 -4.958 0.2 1.0 -0.4 -0.1978
C -1.623 -0.245 -6.119 1.6 0.1 1.0 -0.1384
C -0.953 0.283 -7.397 -2.1 -1.5 -0.3 -0.4265
N -1.515 1.645 -7.705 -0.4 -2.4 1.4 -0.1120
O -1.049 2.084 -8.929 0.4 0.5 0.0 -0.0012
C 0.594 0.075 -7.435 -0.5 0.3 -1.1 -0.0188
C -1.594 -0.702 -8.491 2.0 0.5 -0.2 -0.0368
C -0.047 3.317 -6.437 0.0 -1.2 -0.1 -0.0069
H -2.405 4.583 -6.266 0.1 -0.2 0.4 0.0787
H -3.475 3.474 -7.069 0.0 -0.5 0.2 0.0732
H -2.284 4.315 -7.940 0.7 -0.4 -0.3 0.0763
H -1.828 2.727 -4.554 0.1 0.4 0.0 0.1149
H -3.151 1.982 -5.310 -0.2 0.4 -1.0 0.1064
H -2.107 0.319 -4.096 0.3 0.1 0.1 0.1046
H -0.533 0.966 -4.711 0.4 -1.0 0.4 0.0918
H -2.610 -0.640 -6.361 0.0 0.1 0.4 0.1157
H -0.949 -0.980 -5.679 -0.3 -1.2 -0.9 0.1044
H 0.875 0.382 -8.442 0.4 0.3 -0.1 0.0735
H 1.253 0.570 -6.722 -0.4 0.3 0.2 0.0683
H 0.877 -0.977 -7.451 -0.4 -0.2 0.3 0.0710
H -2.667 -0.714 -8.679 0.1 0.9 0.3 0.0820
H -1.019 -0.448 -9.382 -0.5 -0.2 -0.6 0.0665
H -1.367 -1.749 -8.291 0.4 0.0 0.4 0.0739
H 0.463 3.486 -7.385 0.0 -0.4 -0.4 0.0715
H 0.586 2.652 -5.850 0.2 0.4 0.1 0.0468
H -0.020 4.338 -6.056 -0.6 -0.2 0.6 0.0866
H -0.145 2.303 -8.689 0.7 0.4 -0.8 0.0661
C 4.134 4.320 -5.720 -0.3 0.0 -1.3 -0.0536
C 3.875 4.240 -4.207 1.8 2.1 -0.5 -0.4385
C 3.862 5.824 -3.844 -1.5 -1.3 2.4 -0.0926
C 3.338 5.976 -2.369 -1.3 -0.4 -0.1 -0.1537
C 2.103 5.114 -1.994 -0.7 0.6 -0.6 -0.1754
C 2.153 3.655 -2.378 -1.9 1.6 -0.5 -0.4561
N 2.592 3.605 -3.821 -0.7 1.3 0.5 -0.0665
O 2.325 2.327 -4.411 1.3 0.9 0.5 -0.0345
C 3.027 3.025 -1.324 -0.6 -2.8 -0.7 -0.0383
C 0.614 3.132 -2.349 1.3 -1.1 -0.2 0.0073
C 5.191 3.580 -3.670 -1.0 0.2 1.6 -0.0384
H 3.950 5.286 -6.190 -1.1 0.2 0.3 0.0693
H 3.590 3.571 -6.296 0.2 -0.1 0.0 0.0796
H 5.187 4.330 -5.999 0.3 -1.0 0.5 0.0811
H 4.834 6.317 -3.808 0.3 -0.5 -0.6 0.1096
H 3.241 6.343 -4.574 -0.2 -0.1 0.2 0.1025
H 2.905 6.940 -2.103 0.9 0.6 -0.4 0.1022
H 4.155 5.759 -1.680 0.1 0.0 0.1 0.0960
H 1.166 5.524 -2.370 0.2 0.5 -0.9 0.1102
H 1.854 5.183 -0.936 0.7 -0.2 0.4 0.1108
H 3.829 3.559 -0.814 -0.1 0.3 -0.5 0.0787
H 2.376 2.567 -0.579 0.0 0.3 0.3 0.0782
H 3.349 2.164 -1.910 1.1 -0.6 0.6 0.0757
H -0.034 3.416 -1.521 0.6 0.7 0.3 0.0703
H 0.060 3.300 -3.273 0.4 0.6 -0.1 0.0628
H 0.587 2.045 -2.278 0.4 -0.3 0.0 0.0492
H 6.073 4.214 -3.750 0.0 -0.2 -1.3 0.0852
H 5.234 2.568 -4.072 0.7 0.0 -0.1 0.0811
H 5.220 3.516 -2.582 -0.6 -0.5 0.2 0.0502
H 3.192 1.931 -4.301 0.1 -1.2 -0.1 0.0763
C -3.651 2.427 3.670 0.3 1.3 -0.4 -0.0459
C -4.813 1.906 4.477 -0.3 -0.3 -1.0 -0.5186
C -6.104 2.360 3.709 -1.2 -0.8 1.3 -0.1138
C -7.367 1.640 4.260 0.7 -1.5 -0.3 -0.1640
C -7.101 0.090 4.137 0.5 1.1 -0.5 -0.1328
C -5.786 -0.432 4.844 -2.3 -1.3 0.0 -0.4410
N -4.690 0.433 4.517 -1.0 1.3 -0.9 -0.1159
O -3.530 0.143 5.229 0.0 -0.6 0.8 -0.0218
C -6.306 -0.534 6.312 1.6 -0.7 1.5 -0.0396
C -5.385 -1.891 4.278 -0.5 0.8 1.1 -0.0035
C -4.788 2.527 5.837 -0.9 -0.8 1.9 -0.0358
H -3.638 2.042 2.651 -0.3 0.1 -0.1 0.0833
H -2.613 2.401 4.002 -0.2 -0.7 0.7 0.0803
H -3.895 3.488 3.724 0.3 0.5 -0.9 0.0803
H -6.297 3.423 3.852 0.6 0.2 -0.2 0.1113
H -6.042 2.124 2.646 0.2 0.1 0.0 0.1093
H -8.314 1.874 3.775 0.3 0.0 -1.0 0.1001
H -7.720 1.880 5.262 1.0 0.1 0.6 0.1021
H -6.970 -0.168 3.086 -0.5 0.1 -0.3 0.1042
H -8.002 -0.343 4.571 0.4 -0.7 -0.3 0.1015
H -5.799 0.194 6.945 -0.5 0.3 0.0 0.0641
H -7.375 -0.592 6.518 -0.1 0.9 -0.6 0.0760
H -6.038 -1.445 6.847 0.7 -0.5 -0.4 0.0658
H -6.247 -2.357 3.799 0.0 0.0 -0.1 0.0695
H -4.521 -1.899 3.614 -0.2 0.5 -0.3 0.0627
H -5.090 -2.529 5.111 -0.1 0.0 0.1 0.0636
H -5.507 1.995 6.460 0.0 -0.2 0.1 0.0597
H -5.197 3.528 5.980 0.8 0.4 -0.6 0.0935
H -3.833 2.316 6.318 0.1 0.6 0.0 0.0885
H -3.169 -0.573 4.701 0.8 0.0 -0.1 0.0499
O -1.756 -0.684 3.315 2.9 0.2 -2.3 0.0611
C -0.898 -0.522 2.423 -1.2 -0.1 2.6 -0.4062
O 0.433 -0.245 2.687 -1.6 -1.7 0.9 -0.0213
C 1.215 -0.113 1.491 -1.6 0.6 -1.3 -0.1149
C 0.280 -0.600 0.297 -0.9 0.9 1.6 -0.0741
C -1.141 -0.477 0.969 0.8 0.1 -1.6 -0.0639
H 2.196 -0.588 1.530 -0.3 -0.2 0.4 0.1020
H 1.275 0.975 1.509 0.8 0.1 -1.0 0.1074
H 0.351 -1.635 -0.035 0.7 0.2 0.1 0.0802
H 0.322 0.110 -0.529 0.3 -0.3 -0.1 0.0944
H -1.841 -1.192 0.537 0.1 -0.3 0.6 0.1016
H -1.593 0.493 0.764 0.1 0.3 0.1 0.1293
O 5.494 1.742 4.525 0.2 -2.8 0.0 0.0723
C 5.196 0.569 4.296 0.7 2.3 -0.6 -0.4272
O 6.070 -0.510 4.339 -0.1 1.8 -0.3 0.0166
C 5.440 -1.731 3.925 -0.9 0.3 0.2 -0.1370
C 3.963 -1.354 3.870 -1.4 -1.7 0.6 -0.1518
C 3.876 0.164 3.728 -0.2 -2.0 0.3 -0.0782
H 5.766 -2.453 4.673 -0.5 -0.2 -0.2 0.1325
H 5.653 -2.114 2.927 1.1 0.5 -0.1 0.1065
H 3.451 -1.776 4.735 0.0 0.6 0.6 0.1086
H 3.411 -1.899 3.105 0.3 0.1 -0.6 0.0995
H 3.000 0.536 4.260 0.3 0.4 -0.1 0.1250
H 3.859 0.356 2.656 0.0 0.6 0.3 0.0943
O 1.521 -6.262 0.163 -0.1 0.1 0.7 0.1329
C 2.039 -7.117 -0.483 -0.2 0.3 1.1 -0.4522
O 2.878 -8.068 0.062 -1.3 2.2 0.9 0.0318
C 3.288 -8.876 -0.952 0.3 -3.0 -1.1 -0.2304
C 3.032 -8.165 -2.239 3.1 -0.5 -1.1 -0.1755
C 1.917 -7.265 -1.956 -0.9 0.3 -0.8 -0.0815
H 2.681 -9.781 -0.963 -0.1 -0.4 0.3 0.1296
H 4.315 -9.218 -0.822 0.1 0.3 0.1 0.1360
H 3.065 -8.884 -3.057 -0.7 0.2 -0.2 0.1313
H 3.924 -7.555 -2.376 0.1 0.3 -0.4 0.1220
H 0.956 -7.681 -2.258 -0.2 0.1 0.3 0.1420
H 2.022 -6.278 -2.406 -0.2 -0.1 0.0 0.1211
O -5.721 7.047 -1.322 3.2 -1.6 0.2 0.0700
C -4.792 6.298 -0.963 -5.1 1.5 -0.5 -0.4491
O -3.802 5.851 -1.745 -0.4 0.7 0.0 0.0556
C -2.889 5.107 -0.964 0.7 -1.1 0.5 -0.1813
C -3.364 5.183 0.461 0.2 -0.2 1.2 -0.1673
C -4.853 5.604 0.387 2.9 -0.1 0.0 -0.0477
H -1.902 5.568 -0.997 0.0 -0.2 -0.6 0.1229
H -2.852 4.056 -1.250 0.0 0.2 -0.7 0.1252
H -2.671 5.903 0.898 -0.7 0.3 0.7 0.1130
H -3.241 4.252 1.014 0.2 0.0 -0.1 0.1012
H -5.085 6.248 1.235 -0.5 0.0 -0.4 0.1257
H -5.426 4.677 0.367 -0.5 0.4 -0.2 0.1228
O -0.239 3.230 1.977 2.9 1.2 0.5 0.0840
C 0.613 3.953 2.490 -2.0 0.4 -0.7 -0.3879
O 1.915 4.202 2.061 -2.1 -2.3 -1.9 -0.0013
C 2.617 5.031 2.899 -0.8 1.5 3.1 -0.1710
C 1.489 5.738 3.740 2.1 0.7 -0.9 -0.1677
C 0.401 4.786 3.752 -0.9 -1.8 -0.4 -0.1203
H 3.236 5.742 2.352 0.1 -0.4 0.0 0.1313
H 3.117 4.462 3.683 0.9 -0.3 -0.6 0.1270
H 1.080 6.510 3.087 0.5 1.0 0.6 0.1227
H 1.789 5.976 4.760 0.2 0.8 -0.4 0.1276
H -0.478 5.423 3.850 -0.7 -1.2 -0.2 0.1350
H 0.452 3.962 4.463 -0.1 0.4 0.9 0.1360
O 4.908 -1.556 -0.351 1.7 3.9 2.5 0.0242
C 5.588 -0.550 0.024 -0.2 -2.3 -2.5 -0.3193
O 5.341 0.325 1.053 -0.9 -3.4 -0.2 0.0070
C 6.241 1.397 1.022 0.1 2.4 -1.4 -0.1850
C 7.456 0.907 0.304 0.0 -0.3 -1.1 -0.1451
C 6.893 -0.105 -0.749 0.2 1.3 2.3 -0.0371
H 6.514 1.998 1.889 -0.5 -1.3 1.1 0.1377
H 5.627 2.114 0.477 0.6 0.6 -0.7 0.1229
H 8.095 0.392 1.021 0.2 0.2 -0.1 0.1232
H 7.953 1.726 -0.216 0.3 -0.1 0.4 0.1219
H 7.679 -0.840 -0.924 -0.8 -0.5 -0.1 0.1207
H 6.737 0.479 -1.656 -0.7 -0.5 -0.1 0.1142
O -0.290 -6.104 5.592 1.1 0.5 -0.6 0.1250
C -0.254 -5.381 4.630 -0.4 0.0 1.7 -0.4540
O 0.714 -4.452 4.339 0.7 -2.4 2.7 0.0409
C 0.547 -3.888 3.115 -1.2 2.4 -1.6 -0.1890
C -0.806 -4.412 2.583 0.7 -0.4 -1.0 -0.1290
C -1.417 -5.136 3.753 0.0 0.3 -1.2 -0.0809
H 1.438 -3.993 2.495 -0.2 -0.7 -0.3 0.1247
H 0.462 -2.810 3.253 0.0 0.3 0.2 0.1064
H -0.544 -5.184 1.860 -0.3 0.2 -0.5 0.1021
H -1.480 -3.665 2.166 0.4 0.1 -0.2 0.1071
H -1.881 -6.047 3.376 -0.3 0.1 0.8 0.1292
H -2.050 -4.464 4.333 -0.4 -0.3 0.0 0.1400
O -1.164 -3.216 -0.911 -1.8 -1.9 0.2 0.0696
C -2.164 -3.916 -0.716 2.8 1.7 -0.7 -0.4606
O -3.215 -3.342 -0.121 -1.2 -0.2 0.1 -0.0052
C -4.379 -4.207 -0.202 1.0 -1.5 0.2 -0.1073
C -3.682 -5.631 -0.184 -0.6 0.0 -1.0 -0.1193
C -2.362 -5.410 -1.020 -1.7 1.0 1.6 -0.0362
H -4.949 -3.954 -1.096 0.3 -0.3 -0.4 0.1133
H -5.102 -4.071 0.603 0.6 0.3 0.4 0.1208
H -4.304 -6.402 -0.638 -0.1 0.1 -0.2 0.1024
H -3.515 -6.017 0.822 0.3 0.6 0.1 0.1027
H -2.605 -5.588 -2.068 0.4 0.1 0.0 0.1236
H -1.507 -5.977 -0.653 0.0 0.1 -0.3 0.1110
O 4.779 -6.320 4.095 1.3 0.8 -3.2 0.0998
C 5.246 -5.994 2.996 -0.1 -0.6 4.7 -0.3994
O 6.348 -5.127 2.957 -1.5 -1.4 1.7 0.0050
C 6.689 -4.897 1.650 0.7 0.5 -1.7 -0.2176
C 5.405 -5.163 0.854 0.3 -0.3 -1.7 -0.1325
C 4.769 -6.342 1.642 0.5 2.0 -1.1 -0.0617
H 7.485 -5.554 1.299 -0.1 -1.0 0.1 0.1192
H 7.281 -3.983 1.616 -1.0 0.8 -0.2 0.1216
H 5.676 -5.515 -0.142 0.2 -0.1 -0.1 0.1019
H 4.705 -4.370 0.591 0.2 0.5 0.9 0.1058
H 5.229 -7.215 1.179 -0.5 -0.5 0.7 0.1334
H 3.683 -6.259 1.601 0.2 -0.7 0.1 0.1119
```
Forces are in eV/Å.

For the HOMO energy, the calculation gives -7.712 eV. The charge is 0. The value obtained for the orbital gap is 7.8 eV. The calculation puts the energy above the lowest of the compared OMol25 structures with the same formula, charge and spin at 127.5 kcal per mole. The calculation puts the total energy at -154119.1939 eV. Its LUMO energy is 0.005 Eh.